# 1
A molecular structure, C38H45MnN2O8P4S. Source: the Open Molecules 2025 dataset; level of theory: ωB97M-V with the def2-TZVPD basis set.

The HOMO energy (spin up / spin down) is -0.506 / -0.501 Ha. The calculation puts the calculated total energy at -138801.04729 eV. As for the energy relative to the best compared isomer or geometry (same formula, charge and spin): 0.00 kcal per mole. As for the frontier orbital gap (spin up / spin down): 7.43 / 7.26 eV. Its total charge is +2.

```
99
Properties=species:S:1:pos:R:3:forces:R:3
Mn 0.356 0.132 0.613 0.2 -0.3 -0.4
C -0.159 -1.960 -2.160 -0.1 -0.1 0.0
C 0.113 -0.592 -2.775 0.0 0.0 0.0
P 1.230 0.281 -1.628 0.0 0.1 0.2
C 1.442 1.965 -2.259 0.0 0.0 -0.1
C 0.725 2.399 -3.374 0.0 0.0 0.0
C 0.940 3.668 -3.896 0.0 0.0 0.0
C 1.866 4.517 -3.306 0.0 0.0 0.0
C 2.583 4.091 -2.195 0.0 0.0 0.0
C 2.380 2.821 -1.679 0.0 0.0 0.0
C 2.824 -0.526 -1.943 0.0 0.0 -0.1
C 3.026 -1.822 -1.474 0.1 0.0 0.0
C 4.181 -2.519 -1.789 0.0 0.0 0.0
C 5.155 -1.920 -2.574 0.0 0.0 0.0
C 4.964 -0.630 -3.050 0.0 0.0 0.0
C 3.803 0.065 -2.743 0.0 0.0 0.0
P -0.632 -1.814 -0.382 0.1 0.1 0.2
C -0.054 -3.320 0.442 0.0 0.0 0.0
C 0.422 -4.415 -0.278 0.0 0.0 0.0
C 0.818 -5.570 0.385 0.0 0.0 0.0
C 0.722 -5.648 1.765 0.0 0.0 0.0
C 0.222 -4.571 2.488 0.0 0.0 0.0
C -0.156 -3.413 1.831 0.0 0.0 0.0
C -2.438 -2.019 -0.452 0.0 0.0 0.0
C -3.102 -2.888 0.411 0.0 0.0 0.0
C -4.474 -3.069 0.302 0.0 0.0 0.0
C -5.193 -2.385 -0.666 0.0 0.0 0.0
C -4.538 -1.522 -1.534 0.0 0.0 0.0
C -3.168 -1.342 -1.431 0.0 0.0 0.0
H 0.742 -2.568 -2.216 0.0 0.0 0.0
H -0.951 -2.496 -2.683 0.0 0.0 0.0
H -0.806 -0.018 -2.881 0.0 0.0 0.0
H 0.591 -0.686 -3.751 0.0 0.0 0.0
H 0.004 1.756 -3.858 0.0 0.0 0.0
H 0.401 3.981 -4.781 0.0 0.0 0.0
H 2.045 5.500 -3.722 0.0 0.0 0.0
H 3.319 4.743 -1.743 0.0 0.0 0.0
H 2.976 2.483 -0.842 0.0 0.0 0.0
H 2.277 -2.296 -0.854 0.1 0.0 0.1
H 4.322 -3.527 -1.418 0.0 0.0 0.0
H 6.062 -2.457 -2.819 0.0 0.0 0.0
H 5.718 -0.163 -3.669 0.0 0.0 0.0
H 3.666 1.063 -3.137 0.0 0.0 0.0
H 0.481 -4.395 -1.357 0.0 0.0 0.0
H 1.190 -6.412 -0.183 0.0 0.0 0.0
H 1.025 -6.550 2.279 0.0 0.0 0.0
H 0.133 -4.634 3.565 0.0 0.0 0.0
H -0.526 -2.577 2.411 0.0 0.0 0.0
H -2.558 -3.447 1.159 0.0 0.0 0.0
H -4.976 -3.756 0.970 0.0 0.0 0.0
H -6.261 -2.536 -0.756 0.0 0.0 0.0
H -5.092 -1.001 -2.304 0.0 0.0 0.0
H -2.675 -0.670 -2.121 0.0 0.0 0.0
O 3.193 3.271 2.053 -0.1 0.0 0.1
P 1.836 2.502 1.957 0.1 0.0 0.0
O 0.690 3.441 1.856 0.0 0.1 -0.1
O 1.921 1.372 0.959 -0.3 0.1 0.0
O 1.701 1.770 3.439 0.0 0.0 -0.1
P 0.293 1.314 4.001 -0.1 -0.1 0.1
O -0.698 2.489 3.856 0.0 -0.1 0.0
O 0.305 0.513 5.201 0.0 0.0 0.0
O -0.065 0.295 2.665 -0.1 0.1 -0.1
H 3.953 2.813 2.431 0.0 -0.1 -0.1
H -0.411 3.100 3.120 0.0 0.0 0.0
C 3.294 -2.383 3.143 0.0 0.0 0.0
C 2.866 -2.119 1.719 -0.1 0.0 0.0
O 1.736 -1.199 1.719 0.0 0.0 0.0
H 4.120 -3.094 3.159 0.0 0.0 0.0
H 2.472 -2.800 3.726 0.0 0.0 0.0
H 3.642 -1.467 3.629 0.0 0.0 0.0
H 2.519 -3.032 1.239 0.0 0.0 0.0
H 3.672 -1.683 1.130 0.0 0.0 0.0
H 1.907 -0.609 2.462 0.0 0.1 0.0
C -0.626 5.523 -0.622 0.0 0.0 0.0
N -0.575 4.065 -0.525 0.0 -0.1 0.0
C -1.362 3.164 -1.060 0.0 0.0 -0.1
S -1.389 1.504 -0.509 0.0 0.0 0.2
N -2.249 3.411 -2.029 0.0 0.0 0.1
C -2.363 4.573 -2.908 0.0 0.0 0.0
H -0.228 5.914 0.311 0.0 0.0 0.0
H -1.646 5.877 -0.727 0.0 0.0 0.0
H -0.014 5.894 -1.442 0.0 0.0 0.0
H 0.008 3.717 0.233 0.0 0.0 0.1
H -2.848 2.630 -2.239 0.0 0.0 0.0
H -1.386 5.014 -3.077 0.0 0.0 0.0
H -3.048 5.323 -2.517 0.0 0.0 0.0
H -2.741 4.225 -3.867 0.0 0.0 0.0
C -1.075 0.013 1.847 0.0 0.0 0.2
C -2.383 -0.112 2.394 0.0 0.0 0.0
C -2.515 -0.437 3.764 0.0 0.0 0.0
C -3.767 -0.563 4.322 0.0 0.0 0.0
C -4.896 -0.328 3.542 0.0 0.0 0.0
C -4.780 0.000 2.195 0.0 0.0 0.0
C -3.534 0.086 1.611 0.0 0.0 0.0
H -1.641 -0.624 4.375 0.0 0.0 0.0
H -3.870 -0.831 5.365 0.0 0.0 0.0
H -5.879 -0.402 3.990 0.0 0.0 0.0
H -5.666 0.183 1.603 0.0 0.0 0.0
H -3.438 0.350 0.570 0.0 0.0 0.0
```
Forces are in eV/Å.

Here are the Mulliken charges for atoms 1 to 8, given in e: 1.13, -1.59, -0.84, 1.88, 0.76, -0.82, -0.63, -0.82

---

# 2
A molecular structure, C38H45N3OP2PdSi. Source: the Open Molecules 2025 dataset; level of theory: ωB97M-V with the def2-TZVPD basis set.

The HOMO energy (spin up / spin down) is -0.229 / -0.264 Ha. The calculation puts the calculated total energy at -76589.69540 eV. As for the energy relative to the best compared isomer or geometry (same formula, charge and spin): 6.94 kcal per mole. As for the spin multiplicity: 3. As for the frontier orbital gap (spin up / spin down): 6.68 / 7.16 eV.

```
91
Properties=species:S:1:pos:R:3:forces:R:3
Pd 0.157 -0.013 -0.618 -0.6 -0.1 0.2
N -1.191 0.545 2.090 -0.1 0.0 0.1
P -1.430 1.546 0.737 0.0 -0.4 -0.3
C -3.144 1.222 0.207 -0.1 0.1 0.1
C -4.264 1.760 0.842 -0.1 0.0 0.1
C -5.540 1.392 0.446 0.0 -0.1 -0.1
C -5.708 0.482 -0.593 0.0 0.0 0.0
C -4.600 -0.053 -1.232 0.0 0.0 0.0
C -3.320 0.318 -0.836 -0.1 -0.1 -0.1
C -1.508 3.203 1.468 0.0 0.0 -0.1
C -0.930 3.476 2.704 0.0 0.1 0.0
C -0.908 4.777 3.192 0.0 0.0 0.0
C -1.449 5.811 2.446 0.0 0.0 0.0
C -2.012 5.547 1.202 0.0 0.0 0.0
C -2.036 4.252 0.713 0.0 0.1 0.0
P -0.173 -0.747 1.674 0.4 0.4 -0.2
C 1.259 -0.666 2.785 -0.1 0.0 0.2
C 2.522 -0.723 2.210 0.1 0.0 0.0
C 3.658 -0.596 3.002 0.0 0.0 0.0
C 3.531 -0.397 4.367 0.0 0.0 0.0
C 2.268 -0.334 4.950 0.1 0.0 0.0
C 1.139 -0.475 4.163 0.0 0.0 0.0
C -1.130 -2.166 2.284 0.0 -0.1 -0.1
C -2.471 -2.252 1.903 0.0 -0.1 0.0
C -3.240 -3.339 2.285 0.0 0.0 0.0
C -2.675 -4.359 3.041 0.0 0.0 0.0
C -1.341 -4.288 3.411 0.1 0.0 0.0
C -0.568 -3.196 3.033 0.0 0.0 0.0
H -1.848 0.501 2.860 0.0 0.0 0.0
H -4.146 2.473 1.650 0.0 0.0 0.0
H -6.405 1.813 0.942 0.0 0.0 0.0
H -6.704 0.196 -0.908 0.0 0.0 0.0
H -4.721 -0.756 -2.046 0.0 0.0 0.0
H -2.458 -0.107 -1.345 0.1 0.0 0.0
H -0.480 2.677 3.280 0.0 0.0 0.0
H -0.459 4.980 4.156 0.0 0.0 0.0
H -1.429 6.824 2.827 0.0 0.0 0.0
H -2.427 6.354 0.611 0.0 0.0 0.0
H -2.475 4.057 -0.259 0.0 0.0 0.0
H 2.619 -0.856 1.138 0.0 0.0 0.0
H 4.638 -0.638 2.544 0.0 0.0 0.0
H 4.414 -0.285 4.982 0.0 0.0 0.0
H 2.172 -0.175 6.016 0.0 0.0 0.0
H 0.157 -0.430 4.622 0.0 0.0 0.0
H -2.915 -1.471 1.295 0.0 0.0 0.0
H -4.278 -3.392 1.985 0.0 0.0 0.0
H -3.276 -5.208 3.341 0.0 0.0 0.0
H -0.896 -5.078 4.001 0.0 0.0 0.0
H 0.472 -3.143 3.334 0.0 0.0 0.0
C 3.188 3.758 -1.730 0.0 0.1 0.0
Si 2.329 2.303 -0.896 0.3 0.0 0.0
C 2.226 2.755 0.923 -0.1 0.0 0.2
C 3.516 0.864 -1.125 0.1 -0.1 0.0
C 0.697 1.979 -1.656 0.1 0.0 0.1
H 4.209 3.884 -1.359 0.0 0.0 0.0
H 2.650 4.692 -1.551 0.0 0.0 0.0
H 3.241 3.606 -2.811 0.0 0.0 0.0
H 3.209 2.622 1.385 0.0 0.1 0.0
H 1.518 2.158 1.502 0.0 -0.1 -0.1
H 1.945 3.806 1.037 0.0 0.0 0.0
H 4.352 0.970 -0.427 0.0 0.0 0.0
H 3.929 0.877 -2.137 0.0 0.0 0.0
H 3.080 -0.125 -0.972 -0.1 0.0 0.0
H 0.719 1.739 -2.714 -0.1 -0.1 0.0
H -0.059 2.734 -1.443 -0.1 -0.1 0.0
N 1.787 -4.531 -0.894 0.0 0.1 -0.1
C 1.201 -3.455 -0.293 0.0 -0.1 0.0
N 1.365 -2.346 -0.948 0.1 0.2 0.0
C 2.098 -2.699 -2.077 -0.1 0.2 -0.1
C 2.507 -1.908 -3.151 0.0 0.0 0.0
C 3.217 -2.525 -4.159 0.0 -0.1 0.0
C 3.509 -3.902 -4.115 0.0 0.1 -0.1
C 3.092 -4.699 -3.070 0.0 0.1 0.0
C 2.375 -4.063 -2.057 0.0 -0.3 0.1
H 1.751 -5.481 -0.572 0.0 0.0 0.0
H 0.647 -3.562 0.628 0.0 0.0 0.0
H 2.234 -0.864 -3.188 0.0 0.0 0.0
H 3.545 -1.943 -5.009 0.0 0.0 0.0
H 4.066 -4.345 -4.931 0.0 0.0 0.0
H 3.306 -5.760 -3.047 0.0 0.0 0.0
C -2.001 -1.367 -4.040 -0.1 0.0 -0.1
C -1.072 -0.230 -3.615 0.0 0.0 0.3
C -0.195 0.185 -4.794 0.0 -0.1 -0.2
O -0.330 -0.672 -2.524 -0.1 0.1 -0.4
H -2.658 -1.071 -4.863 0.0 0.0 0.0
H -2.615 -1.686 -3.195 0.0 0.0 0.0
H -1.406 -2.225 -4.363 0.0 0.0 0.0
H -1.711 0.632 -3.346 0.0 0.1 0.0
H 0.485 -0.635 -5.039 0.0 0.0 0.0
H 0.401 1.073 -4.585 0.0 0.0 0.1
H -0.802 0.397 -5.680 0.0 0.0 0.0
```
Forces are in eV/Å.

Here are the Mulliken charges for atoms 1 to 8, given in e: 0.86, 0.40, 0.47, 0.68, -0.60, -0.69, -0.67, -0.73

---

# 3
A molecular structure, C38H46BFeN6O2P. Source: the Open Molecules 2025 dataset; level of theory: ωB97M-V with the def2-TZVPD basis set.

The HOMO energy (spin up / spin down) is -0.237 / -0.231 Ha. The calculation puts the calculated total energy at -97543.29047 eV. As for the energy relative to the best compared isomer or geometry (same formula, charge and spin): 13.13 kcal per mole. As for the spin multiplicity: 5. As for the frontier orbital gap (spin up / spin down): 7.09 / 6.02 eV.

```
95
Properties=species:S:1:pos:R:3:forces:R:3
Fe 0.197 -0.347 -0.300 0.1 -0.5 0.3
C 5.308 1.433 1.328 -0.1 0.0 0.0
C 4.412 0.588 0.480 -0.1 0.0 0.1
C 4.744 -0.319 -0.497 0.2 -0.2 -0.3
C 3.515 -0.798 -0.993 0.1 -0.2 -0.2
N 2.508 -0.240 -0.332 0.1 -0.1 -0.1
N 3.065 0.614 0.560 -0.2 0.2 0.1
B 2.178 1.564 1.402 0.1 0.0 0.0
N 1.285 0.724 2.332 0.1 0.4 -0.1
N 0.487 -0.235 1.821 0.0 0.0 -0.1
C 0.020 -0.938 2.852 -0.1 -0.3 0.1
C 0.511 -0.387 4.057 -0.2 -0.2 0.2
C 1.310 0.661 3.682 0.1 0.0 -0.1
C 2.114 1.585 4.539 0.0 0.0 -0.1
C -0.783 -2.137 2.662 0.1 0.1 0.1
C -1.089 -2.958 3.721 0.0 0.0 0.1
C -1.809 -4.145 3.564 -0.1 0.0 -0.1
C -2.234 -4.554 2.261 0.1 0.0 0.3
C -1.994 -3.779 1.187 0.1 0.1 -0.1
C -1.275 -2.462 1.288 0.1 -0.3 -0.2
N 1.348 2.425 0.415 0.1 0.0 0.3
N 0.638 1.831 -0.570 -0.1 -0.2 0.4
C 0.214 2.794 -1.370 -0.2 0.1 -0.5
C 0.635 4.047 -0.888 -0.1 0.2 -0.2
C 1.361 3.767 0.252 0.0 -0.2 0.0
C 2.070 4.709 1.174 -0.1 -0.1 0.0
C -0.579 2.467 -2.575 0.0 0.0 0.1
C -1.336 3.444 -3.213 -0.1 0.1 -0.1
C -2.121 3.126 -4.314 0.0 0.0 0.0
C -2.162 1.823 -4.796 0.0 0.1 0.0
C -1.403 0.841 -4.173 0.1 0.0 0.0
C -0.618 1.165 -3.074 -0.1 0.1 -0.1
C 3.314 -1.757 -2.104 0.1 0.2 0.0
C 2.172 -1.725 -2.900 0.2 0.0 0.0
C 1.990 -2.632 -3.933 0.0 0.0 0.0
C 2.962 -3.591 -4.195 0.0 0.0 0.0
C 4.116 -3.622 -3.419 0.0 0.0 0.0
C 4.291 -2.708 -2.387 0.1 -0.1 0.0
H 6.345 1.203 1.093 0.0 0.0 0.0
H 5.144 2.498 1.149 0.0 -0.1 0.0
H 5.147 1.249 2.392 0.0 0.0 -0.1
H 5.739 -0.575 -0.835 -0.2 0.1 0.0
H 2.874 2.280 2.070 -0.1 -0.1 -0.1
H 0.304 -0.711 5.068 0.1 0.1 -0.2
H 1.932 1.350 5.585 0.0 0.0 0.0
H 3.183 1.482 4.345 0.0 0.0 0.0
H 1.849 2.630 4.368 0.0 0.0 0.0
H -0.745 -2.682 4.715 0.0 -0.1 -0.1
H -2.031 -4.761 4.426 0.0 0.0 -0.1
H -2.749 -5.501 2.140 0.0 0.1 0.0
H -2.306 -4.084 0.191 0.0 0.0 0.1
H -1.951 -1.674 0.960 -0.2 0.2 -0.1
H 0.464 5.026 -1.321 0.0 -0.2 0.1
H 1.861 5.733 0.871 0.0 0.0 0.0
H 1.741 4.582 2.207 0.0 0.0 0.0
H 3.150 4.559 1.153 0.0 0.0 0.0
H -1.327 4.460 -2.832 0.0 -0.1 0.0
H -2.714 3.898 -4.790 0.0 0.0 0.0
H -2.774 1.577 -5.655 0.0 0.0 0.0
H -1.415 -0.178 -4.547 0.0 0.1 0.1
H -0.010 0.405 -2.604 0.0 -0.1 0.0
H 1.423 -0.980 -2.709 -0.1 0.1 0.0
H 1.090 -2.589 -4.538 0.1 0.0 0.1
H 2.822 -4.305 -5.000 0.0 0.1 0.1
H 4.882 -4.366 -3.614 -0.1 0.1 0.0
H 5.191 -2.749 -1.777 -0.1 0.0 -0.1
C -4.195 3.181 -0.120 0.0 0.1 0.0
C -2.827 2.546 0.137 -0.1 0.1 0.0
P -2.762 0.715 0.289 0.0 -0.1 0.0
C -3.974 0.557 1.690 0.0 -0.4 0.1
C -4.025 -0.779 2.448 0.0 0.1 -0.1
C -3.801 0.203 -1.146 0.1 -0.3 0.0
C -3.835 -1.317 -1.364 0.0 0.1 0.1
H -4.088 4.268 -0.203 -0.1 -0.1 0.0
H -4.907 2.982 0.688 0.1 0.0 -0.1
H -4.635 2.824 -1.058 0.1 0.1 0.2
H -2.383 2.932 1.060 0.0 0.0 0.0
H -2.141 2.817 -0.659 0.0 0.1 -0.1
H -4.959 0.794 1.285 -0.1 0.0 0.0
H -3.717 1.355 2.391 0.0 0.0 0.0
H -4.256 -1.625 1.793 0.0 0.1 0.0
H -4.799 -0.747 3.220 0.1 0.0 -0.1
H -3.077 -0.992 2.945 -0.1 0.0 0.0
H -3.372 0.694 -2.026 0.0 0.0 0.0
H -4.809 0.595 -1.012 -0.1 0.0 0.0
H -2.832 -1.716 -1.529 0.0 0.0 0.0
H -4.450 -1.569 -2.232 0.0 0.0 0.0
H -4.263 -1.840 -0.502 0.0 0.1 -0.1
C 1.681 -3.893 -0.334 -0.1 0.2 0.3
O 0.913 -3.150 0.630 0.0 -0.3 -0.2
C -0.172 -2.440 0.226 0.3 0.4 0.2
O -0.441 -2.197 -0.991 0.3 0.6 0.0
H 1.489 -4.952 -0.174 0.0 -0.1 0.0
H 2.732 -3.681 -0.156 0.0 0.0 0.0
H 1.426 -3.618 -1.348 -0.1 0.1 -0.1
```
Forces are in eV/Å.

Here are the Mulliken charges for atoms 1 to 8, given in e: 0.17, -1.32, 0.80, -1.57, -0.51, 0.71, 0.29, -1.57